Record 1
11
Properties=species:S:1:pos:R:3 method="wB97M-V/def2-TZVPD" total_charge=0 homo_lumo_gap_ev=9.2 e_tot_ev=-10146.7950 e_above_lowest_kcal_mol=7.8
N -1.92532 0.45495 -1.05418
C -0.70091 0.28416 -0.42738
N -0.38122 1.10443 0.55054
N 0.73579 0.51034 1.06043
C 1.00123 -0.60693 0.38028
O 2.00922 -1.35842 0.84625
N 0.15102 -0.78404 -0.61121
H -2.35562 1.31086 -0.72348
H -1.98146 0.35052 -2.05619
H 1.11431 0.77957 1.95389
H 2.28231 -2.04261 0.22699

Record 2
11
Properties=species:S:1:pos:R:3 method="wB97M-V/def2-TZVPD" total_charge=0 homo_lumo_gap_ev=10.0 e_tot_ev=-10143.3902 e_above_lowest_kcal_mol=86.4
C 1.70484 0.26789 -0.02163
N 0.59404 -0.58064 0.24113
C -0.67434 -0.23148 0.03526
N -1.73779 -1.05419 0.28620
N -2.76548 -0.50276 -0.11570
O -2.39184 0.72276 -0.57154
N -1.13188 0.89577 -0.52848
H 2.21551 -0.08974 -0.93650
H 1.22415 1.26334 -0.37768
H 2.33984 0.40654 0.91949
H 0.62296 -1.09749 1.06945

Record 3
12
Properties=species:S:1:pos:R:3 method="wB97M-V/def2-TZVPD" total_charge=0 homo_lumo_gap_ev=9.6 e_tot_ev=-12189.7023 e_above_lowest_kcal_mol=87.3
N -2.37210 -0.17038 0.21136
N -1.27378 -1.17546 -0.12947
C -0.07544 -0.61952 -0.18781
O 1.07570 -1.31678 -0.02942
N 2.19663 -0.21858 0.24259
N 1.55487 0.96487 0.08362
C 0.24776 0.84456 -0.05693
O -0.69902 1.67422 -0.11798
H -2.92874 -0.39464 0.98595
H -3.13976 -0.20837 -0.51323
H 2.88936 -0.47904 -0.55860
H -1.60753 1.06911 -0.12313

Record 4
12
Properties=species:S:1:pos:R:3 method="wB97M-V/def2-TZVPD" total_charge=0 homo_lumo_gap_ev=9.8 e_tot_ev=-12188.0800 e_above_lowest_kcal_mol=124.7
C 1.90142 0.17999 0.10674
O 0.90722 0.08998 -0.79271
N -0.26329 -0.00916 -0.00690
N -0.86548 -1.19525 -0.25929
N -2.25949 -0.94261 -0.10050
N -2.54690 0.21358 -0.13832
C -1.25156 0.86245 -0.15831
O -1.30285 2.11108 -0.15222
H 2.85870 0.32711 -0.32328
H 1.45377 1.02980 0.73846
H 1.90602 -0.70901 0.96319
H -0.53755 -1.95796 0.12314

Record 5
12
Properties=species:S:1:pos:R:3 method="wB97M-V/def2-TZVPD" total_charge=0 homo_lumo_gap_ev="7.6 / 7.6" e_tot_ev=-12187.1114 e_above_lowest_kcal_mol=147.0
C 0.50329 0.66938 -0.36172
C -0.45190 1.04616 0.56806
N 0.54520 -0.70156 -0.24910
N -0.57532 -1.02448 0.65140
N -1.20880 0.04390 0.99116
N -2.80912 -0.13467 -0.03784
O -3.42204 0.86792 -0.26828
O -2.96722 -1.28483 -0.41905
H 1.31631 1.26484 -0.80702
H -0.85944 2.02959 0.57927
H 0.84170 -1.08566 -1.11221
H -1.10698 -1.90388 0.32454

Record 6
12
Properties=species:S:1:pos:R:3 method="wB97M-V/def2-TZVPD" total_charge=0 homo_lumo_gap_ev=9.1 e_tot_ev=-12184.8957 e_above_lowest_kcal_mol=198.1
C -0.27948 0.45225 -0.17633
C 1.38095 -1.21340 -0.83649
H -1.69709 1.38962 2.24708
H -0.41399 2.60969 0.36203
H 2.77758 -1.77574 -0.53469
H -0.38798 -2.70549 -0.02709
N -0.61319 1.53824 0.60197
N 0.23870 0.73802 -1.40252
N 1.52310 -0.04556 -1.44000
N 0.04659 -1.69493 -0.45444
O -1.88706 1.42684 1.22232
O -0.68813 -0.71955 0.43816

Record 7
14
Properties=species:S:1:pos:R:3 method="wB97M-V/def2-TZVPD" total_charge=0 homo_lumo_gap_ev=10.6 e_tot_ev=-16281.0633 e_above_lowest_kcal_mol=85.1
O -1.38487 -2.51308 -0.39307
N -0.89091 -1.57074 0.14466
O -1.15820 -1.14715 1.24376
C 0.27552 -0.80576 -0.62625
N 1.43152 -0.72070 0.20489
C 1.04816 0.67513 0.59844
N -0.09578 0.62697 -0.33919
N -1.11704 1.50237 -0.34374
O -0.88405 2.46767 0.32624
O -2.09156 1.24079 -0.97982
H 0.17940 -1.15539 -1.68414
H 2.32331 -0.81174 -0.05158
H 0.70606 0.71738 1.62864
H 1.65843 1.49424 0.27117

Record 8
12
Properties=species:S:1:pos:R:3 method="wB97M-V/def2-TZVPD" total_charge=0 homo_lumo_gap_ev=8.8 e_tot_ev=-20978.9227 e_above_lowest_kcal_mol=48.2
N 0.02271 1.67070 0.14257
N 0.01123 0.28773 -0.02728
C 1.21655 -0.49603 0.01330
O 2.25763 0.21015 -0.18020
N 0.95575 -1.73975 0.09426
N -0.47948 -1.89785 -0.09131
C -1.06546 -0.58506 -0.13079
S -2.59399 -0.05249 -0.09193
H -0.41595 2.05567 1.00813
H -0.52410 2.20931 -0.61652
H 1.75961 1.10034 -0.61243
H -1.14449 -2.76271 0.49219

Record 9
12
Properties=species:S:1:pos:R:3 method="wB97M-V/def2-TZVPD" total_charge=0 homo_lumo_gap_ev=9.4 e_tot_ev=-20979.5314 e_above_lowest_kcal_mol=34.2
N -0.68569 1.73621 0.08744
N -0.07763 0.60084 -0.17564
N 1.28250 0.57439 0.02982
C 1.63614 -0.80564 0.08235
O 2.83040 -1.17860 0.03818
N 0.42688 -1.65458 -0.12690
C -0.49897 -0.71615 0.02991
S -2.28151 -1.08195 -0.02204
H -1.40157 1.71831 0.87019
H -1.10215 2.15355 -0.68997
H 1.97188 1.09477 -0.42351
H -2.10026 -2.44115 0.30016

Record 10
11
Properties=species:S:1:pos:R:3 method="wB97M-V/def2-TZVPD" total_charge=0 homo_lumo_gap_ev=9.7 e_tot_ev=-18933.4266 e_above_lowest_kcal_mol=25.9
N 0.18862 1.65659 0.00311
N -0.18457 0.32197 -0.00768
N -1.47321 -0.09564 0.00696
C -1.32614 -1.40638 0.00381
N -0.05247 -1.86421 0.00160
C 0.65121 -0.74984 0.00229
S 2.39758 -0.65354 0.00372
H -0.21314 2.11425 0.83303
H -0.22242 2.10010 -0.81818
H -2.18885 -2.10974 -0.00979
H 2.42339 0.68643 -0.01887

Record 11
12
Properties=species:S:1:pos:R:3 method="wB97M-V/def2-TZVPD" total_charge=0 homo_lumo_gap_ev=10.1 e_tot_ev=-11075.3333 e_above_lowest_kcal_mol=66.5
H -0.28779 2.13843 -0.03527
N -1.24805 1.62492 -0.15410
C -0.94333 0.29232 0.02470
N -1.93241 -0.81393 -0.11326
N 0.58384 0.09974 0.26634
C 1.26749 -1.03194 0.14612
N 2.56765 -0.59672 -0.29597
N 2.58776 0.79488 -0.06892
N 1.37369 1.24368 0.17100
H -2.85121 -0.19604 -0.39256
H -1.99951 -1.51629 0.58288
H 0.88187 -2.03905 -0.13096

Record 12
16
Properties=species:S:1:pos:R:3 method="wB97M-V/def2-TZVPD" total_charge=-1 homo_lumo_gap_ev="6.3 / 4.7" e_tot_ev=-18704.5213 e_above_lowest_kcal_mol=65.1
C -3.41472 -1.83816 -0.20218
C -0.42473 0.23317 -0.65956
N -3.60953 -2.64692 -1.02220
N -2.33003 1.66022 -0.36477
N 0.61493 1.07479 -0.71551
N -3.59236 -0.89688 0.55719
N -1.71382 0.48734 -0.68742
N -0.13446 -1.14007 -0.75180
N -1.88094 2.45689 0.56952
O -3.32060 -0.50994 1.70485
O -0.75780 2.28327 1.09177
O -2.65025 3.38377 0.76200
H 1.52740 0.78767 -1.00638
H 0.30507 1.90478 -0.18759
H 0.45524 -1.50394 -1.49381
H -0.99595 -1.63368 -0.82857